1.
{
  "formula": "C15H19BrN4ORhS4Sb",
  "method": "the ωB97M-V functional and the def2-TZVPD basis",
  "species": ["Rh", "S", "Sb", "S", "S", "C", "C", "C", "C", "C", "Br", "N", "C", "H", "H", "H", "H", "H", "H", "C", "N", "C", "C", "N", "C", "S", "H", "H", "H", "H", "H", "H", "H", "H", "O", "N", "C", "C", "C", "C", "C", "H", "H", "H", "H", "H"],
  "positions_angstrom": [[0.503, -0.258, -1.020], [-0.656, -5.443, 0.882], [1.306, -4.534, 0.309], [0.689, -3.060, -1.394], [2.292, -1.697, -1.233], [0.220, -2.597, 3.867], [0.524, -1.313, 3.148], [0.943, -0.167, 3.815], [1.214, 0.983, 3.097], [1.068, 0.948, 1.718], [1.394, 2.536, 0.749], [0.694, -0.136, 1.051], [0.416, -1.234, 1.772], [-0.293, -2.405, 4.809], [1.144, -3.131, 4.097], [-0.395, -3.259, 3.256], [1.047, -0.170, 4.893], [1.531, 1.896, 3.579], [0.064, -2.079, 1.196], [3.056, 1.200, -3.491], [1.842, 1.966, -3.354], [1.881, 3.362, -2.939], [0.405, 3.684, -2.636], [-0.262, 2.413, -2.896], [0.626, 1.436, -3.182], [0.192, -0.203, -3.382], [3.709, 1.670, -4.227], [2.799, 0.192, -3.806], [3.571, 1.138, -2.528], [2.286, 3.987, -3.737], [2.523, 3.467, -2.060], [0.019, 4.462, -3.294], [0.256, 3.998, -1.603], [-1.096, 2.130, -2.402], [-1.369, 0.834, -0.725], [-2.203, 0.012, -0.110], [-2.909, 0.476, 0.933], [-3.721, -0.370, 1.658], [-3.795, -1.711, 1.316], [-3.067, -2.161, 0.226], [-2.286, -1.277, -0.487], [-2.756, 1.522, 1.146], [-4.269, 0.030, 2.499], [-4.401, -2.395, 1.893], [-3.068, -3.201, -0.070], [-1.667, -1.544, -1.333]],
  "fmax_ev_per_a": 0.58,
  "relative_energy_kcal_mol": 39.57,
  "multiplicity": 1,
  "charge": 0
}


2.
{
  "formula": "C15H19ClIrSi",
  "method": "the ωB97M-V functional and the def2-TZVPD basis",
  "species": ["C", "C", "C", "H", "C", "C", "H", "H", "H", "H", "Ir", "Cl", "C", "C", "C", "H", "C", "C", "H", "H", "H", "H", "C", "Si", "C", "C", "C", "C", "H", "H", "H", "H", "H", "H", "H", "H", "H"],
  "positions_angstrom": [[0.839, -2.212, -0.831], [0.982, -1.696, -2.178], [-0.334, -1.445, -2.682], [1.942, -1.608, -2.727], [-1.289, -1.798, -1.650], [-0.553, -2.323, -0.556], [-0.970, -2.800, 0.326], [1.651, -2.533, -0.182], [-0.600, -1.139, -3.673], [-2.370, -1.755, -1.715], [-0.007, -0.136, -1.054], [0.036, 2.196, -0.505], [0.126, 2.234, -3.902], [-1.100, 1.640, -4.315], [-0.789, 0.472, -5.060], [-2.084, 2.070, -4.215], [0.630, 0.322, -5.077], [1.195, 1.413, -4.372], [2.245, 1.657, -4.341], [0.234, 3.209, -3.454], [-1.498, -0.169, -5.572], [1.173, -0.444, -5.611], [1.557, -0.554, 4.506], [0.060, 0.397, 3.779], [-1.496, -0.527, 4.393], [0.054, 1.924, 4.900], [0.047, 0.530, 1.954], [0.023, 0.751, 0.636], [1.549, -0.536, 5.611], [2.531, -0.143, 4.197], [1.580, -1.614, 4.208], [-1.604, -0.558, 5.494], [-2.401, -0.044, 3.991], [-1.512, -1.567, 4.033], [0.900, 2.612, 4.839], [-0.822, 2.576, 4.859], [0.080, 1.599, 5.948]],
  "fmax_ev_per_a": 4.82,
  "relative_energy_kcal_mol": 0.00,
  "multiplicity": 5,
  "charge": -1
}